Version a
Computed, not measured: C4H8N4O2 in the gas phase, with wB97M-V/def2-TZVPD.

Calculated values
**Kohn-Sham gap**: 9.14 eV
**SMILES**: C[C@@H]1N=NN(C)[C@H]1[N+](=O)[O-]
**LUMO level**: -0.20 eV

```
18
C4H8N4O2 wB97M-V/def2-TZVPD
C 0.153 -0.895 0.987
C -0.427 0.327 0.170
C 0.980 -0.460 2.255
C 0.198 0.914 -2.374
N 0.984 -1.630 0.036
N 0.943 -1.106 -1.082
N 0.201 -0.088 -1.222
N -1.843 0.353 -0.062
O -2.332 1.340 -0.504
O -2.457 -0.690 0.172
H -0.569 -1.661 1.309
H 0.116 1.258 0.495
H 1.950 0.171 1.982
H 1.314 -1.405 2.703
H 0.303 0.153 2.947
H 0.930 0.636 -3.217
H -0.777 0.957 -2.790
H 0.333 1.825 -1.804
```

---

Version b
Computed, not measured: C4H8N4O2 in the gas phase, with wB97M-V/def2-TZVPD.

Calculated values
**Kohn-Sham gap**: 9.86 eV
**SMILES**: O=NN1CCCN(N=O)C1
**LUMO level**: 0.58 eV

```
18
C4H8N4O2 wB97M-V/def2-TZVPD
C 1.303 0.718 0.149
C -0.006 1.469 0.184
C -1.082 0.662 -0.570
C -0.109 -1.330 0.751
H 2.047 1.107 0.867
H 1.862 0.901 -0.730
H 0.155 2.394 -0.462
H -0.460 1.803 1.113
H -1.976 1.263 -0.586
H -0.849 0.408 -1.560
H -0.062 -1.277 1.810
H -0.089 -2.328 0.418
N 1.999 -1.456 -0.328
N 1.120 -0.724 0.252
N -1.302 -0.537 0.254
N -2.312 -1.346 -0.077
O 2.957 -0.940 -0.821
O -3.196 -0.786 -0.664
```

---

Decreasing stability: version b, version a

---

Version a
Computed, not measured: CH5N3 in the gas phase, with wB97M-V/def2-TZVPD.

Calculated values
**Kohn-Sham gap**: 10.46 eV
**SMILES**: [H]/N=C\NN
**LUMO level**: 1.09 eV

```
9
CH5N3 wB97M-V/def2-TZVPD
C -0.690 -0.746 -0.185
H 0.102 1.565 0.038
H 1.314 0.808 0.842
H 0.817 -0.498 -1.527
H -0.957 -1.660 -0.739
H -0.812 0.132 1.499
N 1.017 0.965 -0.096
N 0.603 -0.265 -0.597
N -1.394 -0.300 0.764
```

---

Version b
Computed, not measured: CH5N3 in the gas phase, with wB97M-V/def2-TZVPD.

Calculated values
**Kohn-Sham gap**: 10.30 eV
**SMILES**: N=C(N)N
**LUMO level**: 0.93 eV

```
9
CH5N3 wB97M-V/def2-TZVPD
N 0.470 -0.669 1.164
C 0.294 -0.229 -0.123
N -1.127 0.328 -0.177
N 1.034 -0.133 -1.128
H -0.353 -0.972 1.630
H 1.378 -0.483 1.552
H -1.182 1.307 0.082
H -1.255 0.307 -1.186
H 0.739 0.544 -1.813
```

---

Decreasing stability: version b, version a

---

Version a
Computed, not measured: CH5N3 in the gas phase, with wB97M-V/def2-TZVPD.

Calculated values
**Kohn-Sham gap**: 9.77 eV
**SMILES**: N=C(N)N
**LUMO level**: 0.88 eV

```
9
CH5N3 wB97M-V/def2-TZVPD
N 0.075 1.353 -0.120
C -0.125 0.048 0.301
N -0.265 -0.865 -0.727
N -0.068 -0.239 1.540
H 0.618 1.891 0.530
H 0.252 1.486 -1.103
H 0.180 -0.648 -1.594
H -0.612 -1.784 -0.523
H -0.055 -1.242 1.697
```

---

Version b
Computed, not measured: CH5N3 as an isolated structure, with wB97M-V/def2-TZVPD.

Calculated values
**Kohn-Sham gap**: 11.30 eV
**LUMO level**: 1.24 eV

```
9
CH5N3 wB97M-V/def2-TZVPD
C -0.508 1.581 -1.237
N 0.555 1.547 -0.545
N 2.761 3.668 -2.148
N 3.460 3.297 -1.367
H -2.198 -7.592 3.573
H -1.408 1.864 -0.660
H -0.509 1.249 -2.227
H -2.520 -7.237 4.183
H 0.367 1.623 0.428
```

---

Decreasing stability: version a, version b

---

Version a
Computed, not measured: CH5N3 in the gas phase, with wB97M-V/def2-TZVPD.

Calculated values
**Kohn-Sham gap**: 9.92 eV
**SMILES**: N=C(N)N
**LUMO level**: 0.81 eV

```
9
CH5N3 wB97M-V/def2-TZVPD
C 0.005 0.170 -0.013
H -2.087 -0.146 -0.083
H -1.279 -1.545 0.232
H 1.000 -1.706 0.008
H 2.029 -0.246 0.522
H -0.739 1.785 0.002
N -1.210 -0.559 0.015
N 1.129 -0.730 -0.104
N 0.231 1.408 0.003
```

---

Version b
Computed, not measured: CH5N3 in the gas phase, with wB97M-V/def2-TZVPD.

Calculated values
**Kohn-Sham gap**: 10.13 eV
**SMILES**: [H]/N=C\NN
**LUMO level**: 1.02 eV

```
9
CH5N3 wB97M-V/def2-TZVPD
C -0.202 0.825 -0.324
H -0.183 -2.076 -0.767
H -1.048 -1.496 0.798
H 1.418 -0.295 0.519
H -1.261 0.573 -0.623
H 0.951 2.315 0.258
N -0.138 -1.615 0.216
N 0.419 -0.299 0.148
N 0.043 2.068 -0.225
```

---

Decreasing stability: version a, version b

---

Version a
Computed, not measured: C10H12N2OS as an isolated structure, with wB97M-V/def2-TZVPD.

Calculated values
**Kohn-Sham gap**: 8.95 eV
**LUMO level**: 0.65 eV

```
26
C10H12N2OS wB97M-V/def2-TZVPD
C 2.276 2.798 -1.394
C 1.936 0.492 -0.213
C 0.834 1.155 0.697
C 2.504 -0.659 0.774
C -0.849 -0.695 0.354
C -1.107 -2.047 0.056
C -2.444 -2.642 -0.338
C -3.467 -1.716 -0.539
C -3.219 -0.405 -0.171
C -1.998 0.131 0.218
H 2.901 3.544 -2.116
H 1.654 2.231 -2.228
H 1.809 3.295 -0.478
H 1.297 -0.126 -0.976
H 1.342 1.575 1.536
H 0.155 2.030 0.150
H 1.194 -1.570 2.472
H -0.071 -2.580 0.108
H -2.707 -3.937 -0.067
H -4.604 -1.878 -0.797
H -4.160 0.268 -0.242
H -1.860 1.368 0.470
N 0.259 -0.152 1.186
N 1.375 -1.082 1.460
O 3.690 -0.920 0.720
S 3.257 1.522 -0.643
```

---

Version b
Computed, not measured: C10H12N2OS in the gas phase, with wB97M-V/def2-TZVPD.

Calculated values
**Kohn-Sham gap**: 9.05 eV
**SMILES**: CS[C@@H]1CN(c2ccccc2)NC1=O
**LUMO level**: 0.74 eV

```
26
C10H12N2OS wB97M-V/def2-TZVPD
C 1.221 3.634 1.170
C 1.617 1.013 0.229
C 0.932 0.043 1.192
C 2.453 0.040 -0.588
C -0.536 -1.340 -0.127
C -1.650 -1.158 0.703
C -2.949 -1.289 0.160
C -3.153 -1.625 -1.158
C -2.019 -1.747 -1.984
C -0.756 -1.601 -1.484
H 0.493 3.382 1.921
H 1.704 4.548 1.480
H 0.663 3.801 0.261
H 0.896 1.404 -0.460
H 1.571 -0.171 2.040
H -0.027 0.464 1.546
H 2.356 -2.034 -0.511
H -1.527 -1.164 1.773
H -3.798 -1.192 0.860
H -4.131 -1.666 -1.547
H -2.140 -2.007 -3.049
H 0.121 -1.631 -2.165
N 0.770 -1.160 0.406
N 1.820 -1.190 -0.511
O 3.503 0.237 -1.168
S 2.566 2.410 1.011
```

---

Decreasing stability: version b, version a

---

Version a
Computed, not measured: a 8-piece molecular cluster, C32H40N8 overall, with wB97M-V/def2-TZVPD.

Calculated values
**Kohn-Sham gap**: 7.56 eV
**SMILES**: c1cc[nH]c1.c1cc[nH]c1.c1cc[nH]c1.c1cc[nH]c1.c1cc[nH]c1.c1cc[nH]c1.c1cc[nH]c1.c1cc[nH]c1
**LUMO level**: 0.53 eV

```
80
C32H40N8 wB97M-V/def2-TZVPD
N 1.277 1.103 1.586
C -0.151 1.105 1.727
C -0.602 0.151 0.667
C 0.597 -0.506 0.083
C 1.791 0.167 0.742
H 2.067 1.540 2.284
H -0.667 1.567 2.340
H -1.680 0.102 0.333
H 0.630 -1.471 -0.554
H 2.868 0.037 0.828
N 0.599 -3.168 4.471
C -0.506 -3.971 4.475
C -1.123 -3.779 3.209
C -0.393 -2.645 2.554
C 0.774 -2.340 3.449
H 1.188 -3.218 5.333
H -0.633 -4.577 5.431
H -2.128 -4.267 3.121
H -0.617 -2.147 1.678
H 1.614 -1.620 3.512
N 1.245 -1.949 -4.582
C 1.564 -3.253 -4.868
C 2.345 -3.808 -3.519
C 2.337 -2.521 -2.615
C 1.626 -1.529 -3.279
H 0.887 -1.232 -5.167
H 1.529 -3.637 -5.837
H 2.718 -4.694 -3.418
H 2.718 -2.501 -1.513
H 1.274 -0.563 -3.048
N -5.515 4.222 1.705
C -6.573 3.369 1.801
C -5.937 2.019 1.857
C -4.463 2.251 1.914
C -4.266 3.719 1.718
H -5.591 5.305 1.760
H -7.582 3.874 1.721
H -6.323 1.157 2.079
H -3.584 1.635 2.054
H -3.502 4.445 1.615
N -4.307 1.852 -1.079
C -3.111 1.460 -1.556
C -3.366 0.373 -2.603
C -4.782 0.371 -2.657
C -5.339 1.151 -1.644
H -4.491 2.371 -0.211
H -2.148 1.932 -1.201
H -2.707 0.016 -3.293
H -5.269 -0.293 -3.403
H -6.424 1.263 -1.414
N -0.919 -3.158 -2.696
C -2.203 -3.124 -3.175
C -3.024 -3.360 -1.949
C -2.114 -3.554 -0.822
C -0.737 -3.384 -1.430
H -0.111 -2.934 -3.436
H -2.526 -2.643 -4.127
H -4.125 -3.266 -1.696
H -2.117 -3.763 0.171
H 0.249 -3.367 -0.928
N 5.852 0.861 -3.138
C 6.706 1.993 -3.163
C 6.410 2.891 -1.927
C 5.230 2.146 -1.311
C 4.940 0.858 -2.128
H 5.927 0.112 -3.910
H 7.357 1.972 -3.972
H 6.892 3.628 -1.235
H 4.697 2.640 -0.582
H 3.972 0.176 -1.921
N 3.307 3.477 2.633
C 2.314 3.422 3.676
C 2.456 2.150 4.337
C 3.695 1.495 3.928
C 4.072 2.290 2.726
H 3.295 4.256 1.970
H 1.618 4.317 3.711
H 2.013 2.085 5.404
H 4.164 0.777 4.462
H 4.847 2.169 1.936
```

---

Version b
Computed, not measured: a 8-piece molecular cluster, C32H40N8 overall, with wB97M-V/def2-TZVPD.

Calculated values
**Kohn-Sham gap**: 8.67 eV
**SMILES**: c1cc[nH]c1.c1cc[nH]c1.c1cc[nH]c1.c1cc[nH]c1.c1cc[nH]c1.c1cc[nH]c1.c1cc[nH]c1.c1cc[nH]c1
**LUMO level**: 0.55 eV

```
80
C32H40N8 wB97M-V/def2-TZVPD
N 5.747 56.047 14.773
C 5.088 56.898 15.524
C 4.967 58.080 14.829
C 5.680 57.929 13.556
C 6.102 56.614 13.531
H 5.751 55.036 15.194
H 4.720 56.560 16.472
H 4.431 58.925 15.255
H 5.827 58.588 12.750
H 6.666 56.073 12.868
N 3.967 50.929 17.010
C 4.024 51.933 17.923
C 2.998 52.838 17.561
C 2.535 52.302 16.188
C 3.123 51.245 15.931
H 4.767 49.959 17.122
H 4.589 51.727 18.675
H 2.726 53.775 18.020
H 1.616 52.737 15.759
H 2.961 50.501 15.077
N 4.369 49.418 11.598
C 3.795 50.575 12.108
C 2.601 50.256 12.533
C 2.447 48.768 12.407
C 3.568 48.246 11.825
H 5.336 49.420 11.167
H 4.345 51.513 12.024
H 1.959 50.957 13.025
H 1.556 48.005 12.438
H 3.660 47.317 11.436
N 3.901 54.900 7.967
C 3.472 54.700 9.313
C 2.622 53.689 9.274
C 2.670 53.089 7.878
C 3.397 53.849 7.197
H 4.557 55.412 7.711
H 3.746 55.414 10.029
H 2.209 53.434 10.171
H 2.246 52.182 7.656
H 3.735 53.765 6.316
N 1.305 56.008 12.375
C 0.175 55.178 12.414
C 0.631 53.982 12.896
C 2.173 54.104 13.217
C 2.531 55.406 12.895
H 1.105 56.872 12.289
H -0.784 55.486 12.165
H 0.171 53.201 13.297
H 2.840 53.304 13.603
H 3.427 55.995 12.868
N -3.481 54.588 15.669
C -4.336 55.667 15.740
C -3.491 56.775 15.518
C -2.187 56.246 15.117
C -2.264 54.918 15.177
H -3.769 53.720 16.028
H -5.313 55.513 16.046
H -3.941 57.881 15.448
H -1.254 56.662 14.739
H -1.498 54.201 14.857
N 2.045 58.046 9.718
C 3.299 58.268 10.367
C 3.180 59.040 11.404
C 1.626 59.390 11.468
C 1.127 58.852 10.369
H 1.787 57.408 9.029
H 4.227 57.888 9.976
H 3.778 59.475 12.044
H 1.071 60.006 12.105
H 0.108 58.841 9.855
N -3.636 55.703 12.131
C -3.928 56.829 11.508
C -4.238 56.516 10.185
C -4.034 55.002 10.058
C -3.644 54.581 11.325
H -3.285 55.590 13.073
H -4.047 57.931 11.901
H -4.449 57.246 9.463
H -4.234 54.322 9.205
H -3.242 53.695 11.663
```

---

Decreasing stability: version b, version a

---

Version a
Computed, not measured: C20H25N3O3 in the gas phase, with wB97M-V/def2-TZVPD.

Calculated values
**Kohn-Sham gap**: 8.00 eV
**SMILES**: COc1ccccc1N1CCN(/N=C/c2cccc(OC)c2OC)CC1
**LUMO level**: 0.70 eV

```
51
C20H25N3O3 wB97M-V/def2-TZVPD
C -4.172 -2.149 -1.961
O -4.330 -2.082 -0.559
C -4.743 -0.838 -0.097
C -6.034 -0.743 0.394
C -6.539 0.462 0.850
C -5.738 1.586 0.792
C -4.439 1.498 0.328
C -3.892 0.287 -0.105
N -2.593 0.178 -0.598
C -1.736 -0.874 -0.077
C -0.965 -0.383 1.159
N -0.204 0.805 0.838
N 1.056 0.579 0.527
C 1.850 1.400 -0.043
C 3.256 1.105 -0.233
C 4.056 2.115 -0.768
C 5.412 1.932 -0.944
C 5.998 0.747 -0.555
C 5.230 -0.288 -0.017
C 3.846 -0.127 0.114
O 3.068 -1.177 0.581
C 2.387 -1.871 -0.439
H 3.091 -2.352 -1.131
H 1.789 -2.633 0.059
H 1.731 -1.208 -1.009
O 5.954 -1.395 0.317
C 5.431 -2.370 1.192
H 4.913 -1.916 2.039
H 4.749 -3.055 0.681
H 6.297 -2.930 1.547
H 7.059 0.581 -0.660
H 6.017 2.719 -1.368
H 3.599 3.055 -1.044
H 1.547 2.393 -0.393
C -1.036 1.874 0.320
C -1.824 1.365 -0.901
H -2.478 2.140 -1.301
H -1.105 1.090 -1.684
H -0.424 2.734 0.051
H -1.722 2.170 1.119
H -1.672 -0.142 1.960
H -0.265 -1.144 1.502
H -1.017 -1.148 -0.859
H -2.331 -1.747 0.178
H -3.840 2.395 0.318
H -6.117 2.542 1.123
H -7.548 0.521 1.226
H -6.640 -1.636 0.395
H -3.450 -1.411 -2.321
H -3.810 -3.153 -2.178
H -5.130 -1.988 -2.468
```

---

Version b
Computed, not measured: C20H25N3O3 in the gas phase, with wB97M-V/def2-TZVPD.

Calculated values
**Kohn-Sham gap**: 8.73 eV
**SMILES**: CCOc1ccc(C(=O)N2CCN(c3ccccn3)CC2)cc1OCC
**LUMO level**: 0.77 eV

```
51
C20H25N3O3 wB97M-V/def2-TZVPD
C 4.798 2.677 0.488
C 4.278 2.447 -0.926
H 4.656 3.225 -1.596
H 4.600 1.471 -1.297
O 2.871 2.591 -1.017
C 2.018 1.781 -0.330
C 0.786 2.362 -0.040
C -0.214 1.668 0.605
C -0.005 0.344 0.962
C 1.224 -0.250 0.693
C 2.241 0.440 0.049
O 3.467 -0.108 -0.236
C 3.747 -1.450 0.103
C 3.150 -2.448 -0.885
H 2.065 -2.382 -0.901
H 3.441 -3.457 -0.606
H 3.518 -2.238 -1.887
H 4.840 -1.509 0.068
H 3.427 -1.669 1.129
H 1.376 -1.269 1.012
C -1.088 -0.380 1.678
O -1.675 0.121 2.622
N -1.362 -1.655 1.267
C -1.100 -2.150 -0.069
H -0.524 -1.407 -0.619
C -2.452 -2.373 -0.786
N -3.444 -1.477 -0.233
C -3.324 -0.150 -0.589
N -2.399 0.128 -1.510
C -2.270 1.371 -1.937
C -3.041 2.422 -1.480
C -4.022 2.136 -0.537
C -4.180 0.844 -0.088
H -4.955 0.608 0.623
H -4.663 2.920 -0.159
H -2.890 3.425 -1.847
H -1.495 1.521 -2.678
C -3.789 -1.854 1.124
H -4.519 -2.671 1.096
H -4.229 -1.005 1.641
C -2.509 -2.300 1.874
H -2.559 -1.999 2.921
H -2.364 -3.381 1.812
H -2.814 -3.394 -0.645
H -2.347 -2.167 -1.850
H -0.536 -3.089 -0.010
H -1.157 2.139 0.833
H 0.642 3.387 -0.341
H 5.885 2.669 0.484
H 4.452 3.637 0.863
H 4.445 1.895 1.155
```

---

Decreasing stability: version b, version a

---

Version a
Computed, not measured: an isolated ion of composition C3H10FN2 and charge +1, with wB97M-V/def2-TZVPD.

Calculated values
**Kohn-Sham gap**: 11.54 eV
**SMILES**: C[C@@](N)(F)C[NH3+]
**LUMO level**: -3.45 eV
**Charge**: +1

```
16
C3H10FN2 wB97M-V/def2-TZVPD
C -1.304 1.200 0.696
C 0.600 -0.787 0.723
C 0.057 0.848 0.013
N 0.003 0.530 -1.374
N 0.897 -1.700 -0.377
F 0.853 1.799 0.575
H -1.722 2.069 0.269
H -1.188 1.171 1.696
H -2.133 0.406 0.410
H -0.138 -1.230 1.373
H 1.272 -0.458 1.444
H -0.702 0.861 -2.001
H 0.855 0.917 -1.796
H 1.782 -2.102 -0.142
H 0.648 -1.070 -1.159
H 0.220 -2.454 -0.350
```

---

Version b
Computed, not measured: a 2-piece molecular cluster, C3H10FN2 overall, with wB97M-V/def2-TZVPD.

Calculated values
**Kohn-Sham gap**: 8.63 eV
**LUMO level**: -3.55 eV
**Charge**: +1

```
16
C3H10FN2 wB97M-V/def2-TZVPD
C 0.151 0.857 0.150
C 1.273 0.067 -0.263
C -1.635 -0.006 -0.479
N -2.791 0.329 0.182
N 1.374 -1.376 0.388
F -1.302 -1.260 -0.333
H 0.002 1.052 1.227
H -0.083 1.846 -0.448
H 1.252 0.069 -1.382
H 2.103 0.764 -0.011
H -1.723 0.116 -1.520
H -3.008 1.255 -0.030
H -2.959 -0.117 1.077
H 2.318 -1.628 0.090
H 0.694 -2.013 -0.142
H 1.122 -1.452 1.376
```

---

Decreasing stability: version a, version b